{
  "formula": "C23H22F2O",
  "method": "ωB97M-V with the def2-TZVPD basis set",
  "homo_energy_ev": -5.911,
  "e_tot_ev": -31687.020,
  "lumo_energy_ev": -3.1005,
  "species": ["C", "C", "C", "C", "C", "C", "C", "C", "O", "C", "C", "H", "H", "H", "H", "H", "H", "H", "H", "H", "H", "H", "H", "H", "F", "C", "C", "C", "C", "C", "C", "C", "C", "C", "C", "C", "F", "C", "C", "H", "H", "H", "H", "H", "H", "H", "H", "H"],
  "positions_angstrom": [[-5.203060, 0.501691, -0.357858], [-4.689354, -0.225357, -1.612127], [-5.276081, -1.647500, -1.615128], [-5.195812, 0.501197, -2.869997], [-3.155912, -0.230269, -1.612936], [-2.408577, -1.408825, -1.619332], [-1.041573, -1.385918, -1.646930], [-0.323709, -0.154001, -1.664953], [0.915368, -0.114097, -1.678311], [-1.106291, 1.036529, -1.655528], [-2.470674, 0.984488, -1.627246], [-4.876962, 1.539957, -0.339423], [-6.291972, 0.494853, -0.332428], [-4.838556, 0.016656, 0.546786], [-4.963759, -2.200355, -2.499743], [-4.970706, -2.202551, -0.729552], [-6.364478, -1.602857, -1.619531], [-4.825524, 0.014435, -3.771466], [-6.284444, 0.496092, -2.902412], [-4.867009, 1.538641, -2.888152], [-2.913926, -2.356715, -1.597476], [-0.473393, -2.295221, -1.655256], [-0.587839, 1.974903, -1.674226], [-3.031836, 1.901282, -1.613431], [7.620830, -0.058401, 1.013242], [6.518303, 0.555543, 0.515685], [6.610640, 1.374774, -0.594521], [5.481669, 1.987463, -1.101204], [4.257112, 1.784171, -0.514897], [4.114982, 0.950733, 0.617375], [2.814215, 0.774246, 1.157649], [2.333098, -0.020590, 2.230790], [0.945676, -0.011414, 2.497668], [0.410523, -0.761596, 3.515590], [1.222872, -1.551073, 4.305613], [2.585460, -1.591822, 4.076939], [3.389862, -2.373843, 4.838970], [3.124025, -0.841238, 3.060947], [5.295830, 0.356902, 1.109093], [7.572778, 1.512711, -1.051407], [5.567156, 2.622122, -1.967774], [3.385103, 2.264958, -0.924306], [2.046768, 1.332019, 0.644727], [0.298273, 0.598557, 1.890797], [-0.650293, -0.743757, 3.701041], [0.818296, -2.150353, 5.099638], [4.178564, -0.924016, 2.939565], [5.304322, -0.263158, 1.975422]],
  "forces_ev_per_a": [[0.06, -0.03, -0.14], [0.02, -0.19, 0.01], [0.15, 0.28, 0.00], [0.07, -0.03, 0.13], [-0.79, -0.17, -0.01], [-0.18, 0.13, 0.00], [-0.06, 0.06, 0.09], [-0.88, -0.08, 0.13], [2.20, 0.18, 0.23], [-0.27, 0.02, 0.08], [-0.01, -0.04, 0.02], [0.04, 0.07, 0.01], [-0.13, 0.00, -0.02], [0.04, -0.05, 0.05], [0.03, -0.06, -0.05], [0.03, -0.07, 0.06], [-0.07, 0.07, 0.00], [0.03, -0.04, -0.04], [-0.13, -0.01, 0.03], [0.03, 0.07, -0.02], [-0.10, -0.25, -0.03], [0.24, -0.31, 0.00], [0.23, 0.35, -0.02], [-0.15, 0.31, -0.03], [-0.58, 0.38, -0.26], [-0.49, 0.10, -0.08], [0.72, -0.18, -0.03], [0.00, 0.03, -0.03], [-0.43, -0.05, 0.22], [0.58, 0.11, -0.23], [-0.24, -0.24, -0.19], [-0.14, -0.25, 0.33], [0.11, 0.30, -0.33], [-0.03, -0.03, 0.02], [0.04, -0.48, 0.53], [-0.04, 0.32, -0.43], [-0.45, 0.43, -0.38], [0.44, -0.33, 0.29], [0.38, -0.28, 0.33], [0.26, 0.09, -0.17], [0.00, 0.07, -0.10], [-0.22, 0.00, -0.08], [-0.18, 0.09, -0.14], [-0.10, 0.11, -0.19], [-0.14, 0.01, 0.01], [-0.18, -0.15, 0.23], [0.25, -0.08, 0.00], [0.04, -0.17, 0.17]]
}